Entry 1:
A molecular structure, C44H38BrCoN3P2STe. Source: the Open Molecules 2025 dataset; level of theory: the ωB97M-V functional and the def2-TZVPD basis.

Computed properties:
F_max in hartree/bohr: 0.0243
E_LUMO (spin up / spin down) in eV: -2.202 / -3.994
<S²>: 6.022

```
! RIJCOSX wB97M-V def2-TZVPD def2/J DEFGRID3
* xyz 1 5
Te 3.19 -0.55 -2.45
Br -2.66 -0.65 1.01
Co -0.46 0.70 0.96
S -0.36 2.11 3.09
P 1.91 0.03 0.73
P -0.02 -0.01 -1.42
N 4.84 -4.83 -0.73
N -2.51 3.32 4.00
N -2.61 1.03 4.03
C 3.59 -4.68 -1.15
C -0.43 -2.73 -4.49
C 1.70 -0.42 -1.00
C 0.69 -2.53 0.97
C 4.10 -1.35 1.83
C -0.64 2.64 -4.49
C 5.65 -3.78 -0.80
C -0.14 -1.57 -3.80
C -1.21 -2.48 -1.85
C -1.85 4.33 -0.96
C 5.46 -1.52 2.10
C 0.78 -1.19 2.98
C -3.88 3.46 4.50
C 0.40 3.54 -4.34
C -0.77 1.56 -3.62
C 1.31 3.38 -3.30
C 6.37 -0.55 1.70
C 5.93 0.59 1.04
C -3.97 1.00 4.57
C 1.06 -1.34 1.62
C 5.24 -2.53 -1.27
C -5.06 0.88 -2.01
C -1.61 2.17 0.14
C -2.80 1.76 -0.54
C 0.01 -3.52 1.67
C 0.11 -2.19 3.67
C 3.08 -3.48 -1.65
C -1.18 3.45 -0.08
C -4.46 0.02 -1.06
C -2.95 3.93 -1.65
C 0.16 1.38 -2.60
C -3.39 0.48 -0.37
C -0.53 -1.43 -2.46
C 4.58 0.77 0.78
C -1.94 2.15 3.74
C 1.18 2.31 -2.43
C -0.29 -3.35 3.01
C -1.50 -3.64 -2.55
C -1.11 -3.77 -3.87
C -4.59 2.15 -2.19
C 3.93 -2.39 -1.69
C -4.21 2.27 5.38
C 3.66 -0.21 1.16
C -3.46 2.62 -1.46
H -5.07 2.82 -2.89
H 1.11 -0.31 3.51
H -1.46 5.34 -1.10
H -5.91 0.53 -2.58
H 2.06 -3.42 -2.00
H -1.97 4.13 3.78
H -0.27 -4.44 1.16
H -0.10 -2.07 4.73
H 7.42 -0.68 1.91
H 2.11 4.09 -3.17
H -3.45 4.59 -2.34
H 0.38 -0.77 -4.30
H 5.80 -2.41 2.61
H 3.40 -2.11 2.14
H -1.51 -2.39 -0.81
H 1.88 2.20 -1.61
H -2.15 0.17 3.79
H -3.96 4.39 5.05
H -4.86 -0.97 -0.88
H 4.24 1.67 0.29
H -2.04 -4.45 -2.06
H 5.94 -1.70 -1.28
H -4.57 3.50 3.65
H 0.94 -2.67 -0.07
H -5.24 2.31 5.72
H -0.82 -4.12 3.56
H -4.07 0.11 5.19
H 6.67 -3.93 -0.46
H 2.96 -5.56 -1.10
H -1.59 0.86 -3.75
H -0.28 3.80 0.43
H 0.50 4.37 -5.02
H -0.12 -2.83 -5.53
H 6.64 1.35 0.74
H -4.70 0.93 3.75
H -1.34 -4.68 -4.42
H -1.36 2.77 -5.29
H -3.55 2.27 6.25
*
```

---

Entry 2:
5 unconnected molecules or ions with the total composition CH12O4. Source: the Open Molecules 2025 dataset; level of theory: the ωB97M-V functional and the def2-TZVPD basis.

Computed properties:
F_max in hartree/bohr: 0.0809
SMILES: C.O.O.O.O
Energy relative to the best compared isomer or geometry (same formula, charge and spin) in kcal per mole: 29.84
E_LUMO in eV: 0.460

```
! RIJCOSX wB97M-V def2-TZVPD def2/J DEFGRID3
* xyz 0 1
O -1.49 -2.50 -1.12
O 2.80 -0.35 -0.32
O 1.16 -0.53 -2.54
O 0.85 0.54 2.32
C -2.36 1.60 0.77
H 1.60 0.78 2.89
H 3.37 -0.63 0.42
H 2.00 -0.75 0.10
H 0.22 1.26 2.55
H -1.06 -3.27 -1.53
H -2.91 1.21 -0.14
H 1.70 0.00 -1.94
H -2.48 0.89 1.71
H -1.21 -1.69 -1.58
H 1.67 -0.50 -3.35
H -1.26 1.40 0.57
H -2.59 2.54 1.19
*
```

---

Entry 3:
3 unconnected molecules or ions with the total composition C4H12O4. Source: the Open Molecules 2025 dataset; level of theory: the ωB97M-V functional and the def2-TZVPD basis.

Computed properties:
F_max in hartree/bohr: 0.0288
Energy relative to the best compared isomer or geometry (same formula, charge and spin) in kcal per mole: 8.78
E_LUMO in eV: 6.198

```
! RIJCOSX wB97M-V def2-TZVPD def2/J DEFGRID3
* xyz -2 1
O 0.30 0.86 1.49
O -0.64 -1.81 -4.04
O -0.91 3.00 2.16
O 1.18 -0.26 3.50
C -0.39 -0.03 0.65
C 0.20 -0.10 -0.75
C 0.14 -1.24 -3.10
C -0.37 -1.21 -1.64
H 0.78 0.31 2.59
H 1.29 -0.22 -0.67
H 1.17 -1.71 -3.06
H -0.28 3.22 2.85
H -0.17 -2.17 -1.14
H 0.42 -0.17 -3.33
H -0.32 -1.04 1.09
H 0.10 0.84 -1.29
H 1.03 0.55 4.02
H -1.46 -1.17 -1.65
H -1.47 0.22 0.60
H -0.59 2.12 1.71
*
```

---

- What is the F_max in the second record?
  0.0809 hartree/bohr

---

- Among the records above, which one has the lowest F_max?
  C44H38BrCoN3P2STe

---

- The highest F_max belongs to which entry?
  CH12O4